Record 1
DFT (wB97M-V/def2-TZVPD) results for 4 unconnected molecules or ions with the total composition C2H13NO3S at a distorted geometry.

Values from the calculation:
SMILES	NCCS.O.O.O
HOMO	-8.969	eV
energy above the lowest of the compared OMol25 structures with the same formula, charge and spin	42.0	kcal per mole

Element x y z (Å)
1 N -0.45 -1.55 1.02
2 C -0.19 -0.29 0.39
3 C 0.54 -0.69 -0.89
4 S -0.14 0.44 -2.20
5 H -0.38 -1.24 2.08
6 H -1.42 -1.93 0.90
7 H 0.53 0.38 1.03
8 H -0.98 0.59 0.03
9 H 1.64 -0.53 -0.85
10 H 0.22 -1.74 -1.30
11 H -1.40 0.24 -2.06
12 O -1.01 1.37 2.60
13 H -1.19 2.03 1.92
14 H -0.38 1.70 3.16
15 O 1.65 -3.54 0.38
16 H 1.68 -4.37 0.86
17 H 1.14 -2.95 0.84
18 O -0.12 3.50 0.17
19 H -0.28 2.66 -0.24
20 H -0.07 4.17 -0.48

Record 2
DFT (wB97M-V/def2-TZVPD) results for a single C8H10N2O2 molecule at a distorted geometry.

Values from the calculation:
SMILES	CCCOC(=O)c1cnccn1
HOMO	-10.072	eV
energy above the lowest of the compared OMol25 structures with the same formula, charge and spin	66.1	kcal per mole

Element x y z (Å)
1 C 0.34 -0.42 3.24
2 C -1.02 -0.88 2.81
3 C -1.13 -1.23 1.28
4 O -0.72 -0.26 0.35
5 C -0.47 -0.80 -0.84
6 O -0.50 -2.02 -1.15
7 C 0.13 0.20 -1.74
8 C 0.38 -0.04 -3.13
9 N 0.97 0.92 -3.93
10 C 1.30 2.10 -3.27
11 C 0.94 2.32 -1.98
12 N 0.31 1.47 -1.21
13 H 1.10 -1.25 2.75
14 H 0.37 -0.27 4.48
15 H 0.76 0.48 2.68
16 H -1.33 -1.84 3.42
17 H -1.80 -0.12 3.05
18 H -0.58 -2.18 1.16
19 H -2.17 -1.21 0.96
20 H 0.08 -1.06 -3.61
21 H 1.81 2.81 -3.92
22 H 1.24 3.26 -1.41

Record 3
DFT (wB97M-V/def2-TZVPD) results for 3 unconnected molecules or ions with the total composition C3H10O2 at a distorted geometry.

Values from the calculation:
2S+1	2
charge	+1
HOMO (alpha / beta)	-16.452 / -16.092	eV
energy above the lowest of the compared OMol25 structures with the same formula, charge and spin	126.7	kcal per mole

Element x y z (Å)
1 C -0.57 -0.99 0.21
2 O -1.79 -0.07 -1.69
3 C 0.62 -0.33 -0.40
4 C 0.53 1.18 -0.21
5 H -0.68 -0.77 1.26
6 H -1.44 -0.69 -0.56
7 H -0.62 -2.08 0.10
8 H 0.65 -0.48 -1.51
9 H 1.57 -0.73 0.08
10 H -0.31 1.55 -0.83
11 H 1.41 1.76 -0.58
12 H 0.24 1.46 0.81
13 H 1.82 0.07 3.00
14 H -2.75 0.08 -1.85
15 O 1.32 0.04 2.16

Record 4
DFT (wB97M-V/def2-TZVPD) results for 2 unconnected molecules or ions with the total composition C3H5OP at a distorted geometry.

Values from the calculation:
HOMO (alpha / beta)	-8.360 / -7.472	eV
energy above the lowest of the compared OMol25 structures with the same formula, charge and spin	82.0	kcal per mole

Element x y z (Å)
1 C 0.50 -0.36 0.01
2 C -0.60 0.34 -0.06
3 C 1.97 -0.09 0.00
4 O -4.37 0.73 0.01
5 P -3.84 -0.63 0.00
6 H 0.25 -1.37 -0.21
7 H -1.07 1.18 0.29
8 H 2.14 1.06 -0.11
9 H 2.52 -0.27 0.96
10 H 2.50 -0.59 -0.89

Record 5
DFT (wB97M-V/def2-TZVPD) results for 13 unconnected molecules or ions with the total composition C57H157N25O13P6 at a distorted geometry.

Values from the calculation:
HOMO	-8.317	eV

Element x y z (Å)
1 O -7.60 3.32 0.36
2 P -6.57 2.27 0.22
3 N -5.36 2.23 1.44
4 C -4.63 3.53 1.43
5 C -5.83 1.98 2.81
6 N -5.79 2.53 -1.25
7 C -4.91 1.65 -1.98
8 C -5.98 3.84 -1.93
9 N -7.17 0.75 0.37
10 C -6.42 -0.44 0.65
11 C -8.43 0.49 -0.26
12 H -3.89 3.59 2.25
13 H -5.30 4.41 1.58
14 H -4.14 3.64 0.45
15 H -4.99 1.81 3.48
16 H -6.50 1.14 2.90
17 H -6.44 2.79 3.19
18 H -5.20 1.63 -3.03
19 H -3.87 2.07 -1.91
20 H -4.97 0.69 -1.43
21 H -6.68 3.73 -2.71
22 H -6.31 4.64 -1.27
23 H -4.98 4.13 -2.38
24 H -5.57 -0.21 1.30
25 H -6.94 -1.18 1.22
26 H -6.05 -1.10 -0.17
27 H -9.17 1.23 0.09
28 H -8.92 -0.38 0.15
29 H -8.42 0.41 -1.34
30 O 1.15 -5.78 1.89
31 P 0.31 -6.75 1.25
32 N -0.50 -7.65 2.40
33 C -0.66 -7.10 3.72
34 C -0.83 -9.04 2.26
35 N 1.14 -7.80 0.26
36 C 0.52 -8.53 -0.80
37 C 2.50 -7.89 0.56
38 N -0.90 -6.06 0.36
39 C -0.59 -5.08 -0.66
40 C -2.32 -6.15 0.53
41 H -1.71 -7.38 4.11
42 H -0.59 -6.03 3.81
43 H 0.00 -7.48 4.49
44 H -1.90 -9.19 2.12
45 H -0.49 -9.52 3.17
46 H -0.30 -9.53 1.43
47 H -0.60 -8.55 -0.69
48 H 0.68 -8.04 -1.82
49 H 0.89 -9.57 -0.76
50 H 3.25 -7.97 -0.28
51 H 2.78 -6.98 1.11
52 H 2.69 -8.77 1.17
53 H 0.45 -5.17 -0.92
54 H -1.07 -5.37 -1.61
55 H -1.01 -4.09 -0.34
56 H -2.78 -6.56 -0.37
57 H -2.84 -5.22 0.77
58 H -2.52 -6.95 1.27
59 O 3.32 1.15 4.37
60 P 3.91 0.12 5.31
61 N 5.53 0.53 5.46
62 C 6.47 -0.31 6.11
63 C 6.08 1.36 4.41
64 N 3.66 -1.42 4.65
65 C 3.48 -1.40 3.21
66 C 3.90 -2.62 5.35
67 N 3.37 -0.16 6.85
68 C 1.94 -0.60 7.08
69 C 3.73 0.81 7.95
70 H 6.03 -0.83 6.99
71 H 7.30 0.23 6.48
72 H 6.78 -1.06 5.31
73 H 6.42 2.29 4.90
74 H 5.30 1.70 3.70
75 H 6.89 0.84 3.86
76 H 4.38 -1.74 2.64
77 H 2.66 -2.00 2.89
78 H 3.17 -0.43 2.86
79 H 3.82 -2.48 6.46
80 H 3.13 -3.32 5.13
81 H 4.88 -3.09 5.20
82 H 1.66 -1.32 6.29
83 H 1.92 -1.16 7.99
84 H 1.28 0.23 7.12
85 H 3.69 0.20 8.89
86 H 3.16 1.71 8.07
87 H 4.75 1.04 7.84
88 O 4.45 1.39 -7.44
89 P 4.28 0.74 -6.16
90 N 3.71 1.88 -5.10
91 C 3.77 1.71 -3.68
92 C 3.82 3.28 -5.43
93 N 5.79 0.04 -5.78
94 C 6.09 -0.82 -4.68
95 C 7.02 0.45 -6.56
96 N 3.30 -0.52 -5.97
97 C 3.66 -1.68 -6.86
98 C 1.90 -0.39 -5.59
99 H 2.99 2.28 -3.20
100 H 4.72 2.14 -3.39
101 H 3.73 0.63 -3.43
102 H 3.04 3.84 -4.88
103 H 3.73 3.50 -6.46
104 H 4.76 3.58 -5.07
105 H 6.63 -1.82 -4.92
106 H 6.81 -0.34 -3.98
107 H 5.20 -1.07 -4.10
108 H 7.74 0.97 -5.91
109 H 7.34 -0.37 -7.16
110 H 6.62 1.23 -7.25
111 H 3.19 -2.58 -6.48
112 H 3.39 -1.50 -7.92
113 H 4.73 -1.73 -6.81
114 H 1.20 0.02 -6.30
115 H 1.84 0.27 -4.71
116 H 1.59 -1.37 -5.21
117 O -3.98 -3.34 -2.10
118 P -3.75 -2.76 -3.42
119 N -4.95 -1.75 -3.88
120 C -4.96 -1.03 -5.17
121 C -6.31 -1.99 -3.48
122 N -3.56 -3.99 -4.51
123 C -3.67 -5.36 -4.12
124 C -3.25 -3.70 -5.90
125 N -2.43 -1.79 -3.60
126 C -1.09 -2.44 -3.45
127 C -2.55 -0.41 -3.20
128 H -5.44 -0.05 -5.12
129 H -5.39 -1.59 -6.01
130 H -3.93 -0.88 -5.42
131 H -6.93 -1.08 -3.51
132 H -6.35 -2.30 -2.44
133 H -6.77 -2.72 -4.11
134 H -4.23 -5.98 -4.79
135 H -2.69 -5.80 -4.16
136 H -4.11 -5.43 -3.11
137 H -3.07 -2.62 -6.00
138 H -2.33 -4.24 -6.27
139 H -4.00 -4.17 -6.57
140 H -0.84 -2.33 -2.40
141 H -1.20 -3.54 -3.74
142 H -0.35 -1.89 -4.07
143 H -1.71 0.07 -3.52
144 H -2.60 -0.40 -2.10
145 H -3.39 -0.03 -3.70
146 O 0.15 -1.52 0.51
147 P -0.51 -0.24 0.94
148 N 0.27 0.38 2.23
149 C 0.43 -0.56 3.36
150 C 0.29 1.80 2.59
151 N -2.10 -0.47 1.35
152 C -2.88 -1.29 0.48
153 C -2.82 0.14 2.46
154 N -0.46 0.86 -0.24
155 C 0.73 1.04 -0.98
156 C -1.30 2.01 -0.48
157 H 0.20 -1.53 2.91
158 H -0.38 -0.42 4.05
159 H 1.39 -0.36 3.76
160 H 0.25 2.43 1.67
161 H 1.25 2.06 3.02
162 H -0.53 2.05 3.24
163 H -2.31 -1.73 -0.30
164 H -3.16 -2.09 1.13
165 H -3.78 -0.81 0.14
166 H -2.20 0.14 3.33
167 H -3.03 1.16 2.24
168 H -3.78 -0.40 2.67
169 H 1.29 0.08 -0.98
170 H 0.53 1.28 -2.00
171 H 1.37 1.79 -0.56
172 H -2.23 1.90 0.10
173 H -1.62 1.94 -1.53
174 H -0.77 2.95 -0.41
175 C -0.08 5.35 -2.93
176 O 1.09 5.12 -3.20
177 N -0.76 6.52 -3.18
178 C -2.15 6.60 -3.03
179 C -0.10 7.56 -3.88
180 H -0.68 4.67 -2.35
181 H -2.48 5.81 -2.36
182 H -2.74 6.56 -3.95
183 H -2.35 7.63 -2.66
184 H 0.17 8.42 -3.27
185 H 0.87 7.09 -4.19
186 H -0.73 7.82 -4.70
187 C -2.24 4.21 -5.26
188 O -3.23 3.77 -4.66
189 N -1.02 3.57 -5.37
190 C -0.76 2.43 -4.50
191 C -0.10 4.11 -6.30
192 H -2.23 5.19 -5.72
193 H -0.32 1.57 -5.03
194 H -1.72 2.09 -4.10
195 H 0.01 2.65 -3.74
196 H 0.91 4.15 -5.96
197 H -0.14 3.50 -7.18
198 H -0.31 5.16 -6.63
199 C 2.18 -2.75 -1.79
200 O 2.14 -2.35 -2.96
201 N 3.12 -3.48 -1.20
202 C 3.07 -3.59 0.23
203 C 4.51 -3.57 -1.69
204 H 1.27 -2.66 -1.20
205 H 3.41 -2.75 0.86
206 H 3.45 -4.57 0.57
207 H 2.03 -3.59 0.54
208 H 4.52 -3.39 -2.74
209 H 5.14 -2.77 -1.24
210 H 4.85 -4.61 -1.41
211 C 3.29 3.62 1.75
212 O 2.74 4.53 2.27
213 N 3.40 3.40 0.42
214 C 4.34 2.52 -0.12
215 C 2.89 4.49 -0.42
216 H 3.90 2.92 2.30
217 H 4.71 1.89 0.66
218 H 5.21 3.03 -0.64
219 H 3.85 1.81 -0.89
220 H 2.97 4.27 -1.46
221 H 1.85 4.68 -0.15
222 H 3.51 5.33 -0.23
223 C -1.18 5.65 0.91
224 O -1.89 5.84 -0.07
225 N -1.02 6.40 2.03
226 C 0.08 6.23 3.04
227 C -1.68 7.65 2.11
228 H -0.54 4.73 0.96
229 H 0.62 5.37 2.74
230 H -0.12 6.25 4.12
231 H 0.74 7.06 2.96
232 H -2.31 7.69 1.23
233 H -2.36 7.70 2.99
234 H -0.96 8.45 2.08
235 C 1.51 3.34 6.56
236 O 0.62 2.92 7.26
237 N 2.51 4.14 7.02
238 C 3.46 4.67 6.06
239 C 2.60 4.42 8.43
240 H 1.76 3.10 5.53
241 H 3.04 5.70 5.84
242 H 3.44 4.10 5.15
243 H 4.40 4.91 6.48
244 H 2.47 5.49 8.60
245 H 1.78 3.95 8.89
246 H 3.59 4.07 8.78
247 C 0.05 -3.50 4.64
248 O 0.63 -3.22 5.65
249 N -1.33 -3.54 4.47
250 C -1.89 -3.60 3.13
251 C -2.23 -3.04 5.49
252 H 0.51 -3.77 3.73
253 H -2.16 -2.55 2.99
254 H -2.73 -4.23 3.01
255 H -1.15 -3.69 2.37
256 H -1.63 -2.75 6.34
257 H -2.72 -2.20 5.04
258 H -2.96 -3.78 5.74

Record 6
DFT (wB97M-V/def2-TZVPD) results for a molecular structure, C53H65N13 at a distorted geometry.

Values from the calculation:
HOMO	-6.706	eV
energy above the lowest of the compared OMol25 structures with the same formula, charge and spin	1573.5	kcal per mole

Element x y z (Å)
1 N 9.55 -4.45 8.75
2 C 10.20 -3.25 8.81
3 C 10.89 -3.12 10.00
4 C 10.53 -4.22 10.75
5 C 9.75 -5.04 10.00
6 H 9.02 -4.78 7.96
7 H 10.11 -2.58 7.96
8 H 11.47 -2.31 10.43
9 H 10.82 -4.44 11.77
10 H 9.27 -5.99 10.19
11 N 6.05 -3.23 9.27
12 C 6.10 -4.17 8.28
13 C 5.19 -3.79 7.33
14 C 4.52 -2.60 7.80
15 C 5.01 -2.33 9.02
16 H 6.53 -3.38 10.15
17 H 6.75 -5.01 8.48
18 H 5.02 -4.42 6.46
19 H 3.68 -2.14 7.29
20 H 4.78 -1.58 9.76
21 N 6.93 -1.97 8.01
22 C 6.99 -0.70 7.44
23 C 8.35 -0.23 7.54
24 C 9.12 -1.34 7.98
25 C 8.21 -2.41 8.19
26 H 6.11 -2.53 8.18
27 H 6.05 -0.24 7.19
28 H 8.74 0.75 7.32
29 H 10.19 -1.36 8.13
30 H 8.40 -3.43 8.49
31 N 12.76 -2.93 5.90
32 C 11.86 -2.37 6.89
33 C 10.58 -2.20 6.23
34 C 10.73 -2.68 4.86
35 C 12.05 -2.97 4.70
36 H 13.71 -3.21 6.11
37 H 12.13 -2.12 7.90
38 H 9.75 -1.76 6.76
39 H 10.06 -2.58 4.02
40 H 12.57 -3.45 3.88
41 N 7.01 -6.28 4.98
42 C 6.02 -5.36 5.24
43 C 4.82 -6.05 5.34
44 C 5.09 -7.37 5.03
45 C 6.43 -7.50 4.89
46 H 7.98 -6.12 4.78
47 H 6.20 -4.32 5.46
48 H 3.85 -5.63 5.59
49 H 4.31 -8.10 4.89
50 H 7.06 -8.33 4.63
51 N 10.38 -8.85 7.48
52 C 10.34 -10.10 7.05
53 C 9.94 -10.01 5.74
54 C 10.00 -8.70 5.28
55 C 10.35 -7.97 6.41
56 H 10.40 -8.57 8.45
57 H 10.44 -10.91 7.76
58 H 9.74 -10.87 5.12
59 H 9.70 -8.41 4.29
60 H 10.33 -6.91 6.58
61 N 7.44 -2.00 5.85
62 C 6.43 -2.86 5.57
63 C 6.70 -3.47 4.34
64 C 7.95 -3.06 3.96
65 C 8.40 -2.17 4.89
66 H 7.58 -1.38 6.63
67 H 5.57 -2.96 6.21
68 H 6.07 -4.11 3.74
69 H 8.52 -3.24 3.06
70 H 9.29 -1.57 4.84
71 N 7.94 -4.17 6.72
72 C 7.67 -5.45 7.06
73 C 8.85 -6.15 7.07
74 C 9.85 -5.31 6.52
75 C 9.25 -4.10 6.34
76 H 7.27 -3.42 6.80
77 H 6.62 -5.65 7.25
78 H 8.88 -7.22 7.24
79 H 10.89 -5.52 6.36
80 H 9.65 -3.18 5.94
81 N 10.96 -6.75 8.71
82 C 11.97 -7.72 8.92
83 C 11.31 -8.87 9.42
84 C 9.94 -8.54 9.60
85 C 9.73 -7.30 9.01
86 H 11.12 -5.83 8.31
87 H 13.00 -7.51 8.67
88 H 11.77 -9.82 9.66
89 H 9.12 -9.16 9.93
90 H 8.81 -6.73 8.89
91 N 5.59 -6.78 10.01
92 C 5.84 -7.63 8.99
93 C 7.06 -7.45 8.40
94 C 7.50 -6.26 8.96
95 C 6.68 -5.97 10.08
96 H 4.72 -6.75 10.52
97 H 5.08 -8.35 8.75
98 H 7.47 -7.99 7.56
99 H 8.41 -5.77 8.65
100 H 6.76 -5.18 10.81
101 N 8.43 -5.51 2.97
102 C 8.90 -5.49 4.25
103 C 9.11 -6.87 4.69
104 C 8.62 -7.67 3.68
105 C 8.19 -6.82 2.62
106 H 8.35 -4.74 2.33
107 H 9.15 -4.52 4.66
108 H 9.55 -7.24 5.60
109 H 8.59 -8.74 3.63
110 H 7.63 -7.03 1.72
111 N 13.41 -6.98 7.09
112 C 13.95 -6.22 8.15
113 C 13.09 -5.17 8.30
114 C 12.22 -5.06 7.26
115 C 12.34 -6.28 6.58
116 H 13.73 -7.87 6.74
117 H 14.84 -6.53 8.68
118 H 13.13 -4.54 9.17
119 H 11.55 -4.24 7.07
120 H 11.78 -6.71 5.76
121 N 13.22 -6.24 2.10
122 C 13.52 -5.59 3.27
123 C 12.62 -5.50 4.34
124 C 11.32 -5.98 4.19
125 C 11.01 -6.65 3.04
126 C 11.99 -6.77 2.00
127 H 14.51 -5.15 3.29
128 H 12.96 -4.92 5.18
129 H 10.53 -5.87 4.92
130 H 10.02 -7.05 2.87
131 H 11.77 -7.29 1.08